A cluster of 2 separate species, C3H5Br2ClO in total in a non-equilibrium geometry, computed with wB97M-V/def2-TZVPD.

Last column: Löwdin charge in e.
Element x y z (Å)
Br1 -2.9910 -1.3773 -0.2943  0.52
Br2 4.7172 -0.6569 0.1522  0.33
Cl1 -3.0607 1.6980 0.3586  0.57
O1 1.6304 -0.4205 0.8841  0.04
C1 0.8709 -0.4368 0.0213  -0.23
C2 -2.1218 0.4638 -0.3960  -1.10
C3 -0.5212 0.5246 0.2620  -0.12
H1 -2.0917 0.7830 -1.5307  0.07
H2 -0.0431 1.4343 -0.0070  0.07
H3 0.9468 -1.0710 -0.7886  0.09
H4 3.4124 -1.2601 0.0818  -0.29
H5 -0.7484 0.3190 1.2565  0.05

Values from the calculation:
Spin multiplicity: 1
Kohn-Sham gap: 10.512 eV
SMILES: O=CC[C@H](Cl)Br.Br
Energy: -157844.6960 eV

=====

A structure of composition C38H57O29Pt in a non-equilibrium geometry, computed with wB97M-V/def2-TZVPD.

Last column: Löwdin charge in e.
Element x y z (Å)
Pt1 -1.3905 1.8832 3.2043  1.31
O1 5.2316 -0.3979 2.5765  0.06
O2 0.1559 3.5722 -4.5076  0.09
O3 2.5145 -5.3888 -4.5849  0.15
O4 -4.2426 -0.4318 -0.7066  0.07
O5 2.7315 -4.0480 -2.6780  0.03
O6 2.3984 3.4166 -4.2836  0.09
O7 1.4930 3.9907 1.3635  0.11
O8 5.3424 -1.7383 4.4821  0.17
O9 -5.9572 -1.0212 5.4047  0.15
O10 -4.5778 -1.4326 3.6010  0.04
O11 -0.2984 -5.2817 -2.8222  0.14
O12 2.2463 -2.0730 2.9201  0.13
O13 -1.9828 2.9655 1.2260  0.01
O14 -1.4952 -0.1685 2.0292  -0.03
O15 0.2014 3.5455 3.2011  0.01
O16 -0.9691 -3.3047 -2.2855  0.13
O17 -6.7572 -1.3034 3.3045  0.11
O18 -4.4168 -2.2281 -2.1834  0.13
O19 3.9338 0.0325 4.3375  0.05
O20 1.2090 2.1370 -2.9810  0.06
O21 0.1912 -2.8936 3.4737  0.07
O22 -3.6875 4.0946 0.1845  0.08
O23 4.1238 -5.8038 -3.0508  0.09
O24 -0.0017 -4.6136 -0.6716  0.48
O25 0.4755 5.6537 2.3632  0.11
O26 -2.6979 -0.7989 -2.2290  0.09
O27 1.4156 -1.9789 5.0709  0.09
O28 0.1770 1.0573 1.8145  -0.03
O29 -1.5980 4.6169 -0.3028  0.06
C1 -2.3682 0.4294 -1.5522  -0.26
C2 -1.1266 -4.2904 4.9135  0.00
C3 -0.6729 -2.8620 4.5969  -0.32
C4 0.6598 4.3218 2.3700  -0.48
C5 -3.8017 5.2742 -0.6079  -0.06
C6 -1.3156 -3.3913 -3.6796  -0.25
C7 -2.1738 1.5983 -2.5429  0.01
C8 -3.9546 -2.8282 1.7325  0.01
C9 -6.1554 -1.6077 2.0859  -0.10
C10 -0.4208 0.0148 1.4759  -0.69
C11 3.8601 0.4614 0.8797  -0.01
C12 3.0577 -5.0686 -3.5467  -0.46
C13 -5.8253 -1.2103 4.2133  -0.52
C14 -0.3860 -4.3950 -1.8290  -0.38
C15 1.1643 3.1149 -3.8955  -0.50
C16 2.5187 1.8173 -2.6490  -0.34
C17 -2.3815 3.8173 0.4427  -0.48
C18 0.1525 -2.1716 5.6793  -0.09
C19 1.3330 -2.2432 3.7165  -0.48
C20 3.2112 -3.5918 -0.4003  -0.02
C21 -2.0994 5.5135 -2.5321  0.00
C22 -3.8407 -1.2301 -1.7351  -0.52
C23 1.1919 6.2249 1.2976  -0.08
C24 -2.3548 5.6622 -0.9970  -0.22
C25 -4.6498 -1.5466 2.1957  -0.32
C26 -0.9085 -4.8276 -4.0369  0.00
C27 1.8578 5.0452 -0.8317  0.03
C28 4.5203 0.7738 2.2484  -0.31
C29 1.9825 5.1007 0.7101  -0.31
C30 -0.4035 -2.4078 -4.3046  0.00
C31 3.7592 -3.8268 -1.7879  -0.35
C32 3.3885 2.7419 -3.5337  -0.06
C33 0.1174 -0.9324 0.4162  0.04
C34 -3.5045 0.7192 -0.5765  -0.12
C35 4.5901 -5.1459 -1.8957  -0.09
C36 2.6791 0.3239 -2.8635  -0.01
C37 3.4760 0.9629 3.3395  -0.09
C38 4.9103 -0.7951 3.8684  -0.50
H1 0.8576 4.8617 -1.2242  0.08
H2 5.2109 1.6169 2.2678  0.16
H3 -3.6097 -2.7013 0.7063  0.07
H4 -0.4210 -1.2909 5.9684  0.13
H5 2.4670 4.2064 -1.1682  0.06
H6 2.9995 5.2238 1.0826  0.17
H7 4.0927 3.3764 -2.9955  0.14
H8 2.5658 -2.7135 -0.4131  0.06
H9 4.0765 -3.2500 0.1676  0.10
H10 0.5911 -2.5491 -3.8817  0.10
H11 -1.1397 5.7728 -2.9790  0.08
H12 0.6657 -0.5487 -0.4442  0.08
H13 -1.4995 -2.1985 4.3427  0.13
H14 -4.2040 -0.6368 1.7938  0.12
H15 -3.0652 -3.0034 2.3378  0.07
H16 0.7589 -1.6859 0.8731  0.07
H17 -4.2206 6.0826 -0.0086  0.14
H18 -0.4631 -2.2832 -5.3858  0.12
H19 2.6551 2.1053 -1.6066  0.12
H20 -1.3697 1.3069 -3.2186  0.07
H21 4.2196 -2.9360 -2.2152  0.15
H22 -1.8624 -4.6851 4.2130  0.08
H23 0.0892 -2.8331 6.5433  0.14
H24 2.0505 -0.2772 -2.2066  0.06
H25 -3.1428 0.9180 0.4323  0.10
H26 -1.7463 2.5056 -2.1161  0.07
H27 -0.1709 -4.7478 -4.8355  0.14
H28 -2.1464 6.6337 -0.5487  0.15
H29 3.3334 1.9810 3.7017  0.14
H30 2.3322 5.8876 -1.3351  0.11
H31 3.2951 1.3146 0.5042  0.06
H32 0.5108 6.7097 0.5982  0.14
H33 -0.7425 -1.4898 0.0447  0.08
H34 2.3684 0.1219 -3.8886  0.10
H35 -4.4169 5.1070 -1.4920  0.14
H36 1.8521 6.9352 1.7953  0.15
H37 2.5352 0.6102 2.9167  0.09
H38 4.5567 -5.6728 -0.9421  0.14
H39 5.6317 -4.8272 -1.9353  0.14
H40 3.6980 -0.0529 -2.7741  0.09
H41 -1.4464 -4.2997 5.9555  0.09
H42 -4.4674 -3.7858 1.8221  0.10
H43 2.8031 -4.4752 0.0908  0.10
H44 -0.7445 -1.4012 -4.0628  0.08
H45 -4.0267 1.5943 -0.9634  0.13
H46 -0.2391 -4.9232 4.9149  0.10
H47 -6.5248 -2.5789 1.7566  0.15
H48 4.6546 0.2359 0.1685  0.08
H49 -1.4603 0.2241 -0.9850  0.12
H50 -6.4475 -0.7207 1.5237  0.14
H51 -2.7917 6.2377 -2.9614  0.10
H52 -1.7577 -5.4454 -4.3293  0.16
H53 -2.3677 4.5284 -2.9138  0.08
H54 3.9244 2.0273 -4.1584  0.14
H55 -2.9824 1.8265 -3.2373  0.11
H56 3.1965 -0.4025 0.8425  0.06
H57 -2.3701 -3.1395 -3.7921  0.16

Values from the calculation:
Spin multiplicity: 4
Kohn-Sham gap (spin up / spin down): 7.394 / 2.739 eV
Net charge: +2
Energy: -102933.0598 eV
Expectation value of S²: 3.760

=====

The ion C4H13N3 with charge +3 in a non-equilibrium geometry, computed with wB97M-V/def2-TZVPD.

Last column: Löwdin charge in e.
Element x y z (Å)
N1 2.5911 0.8418 -1.3452  0.27
N2 0.9537 -1.5835 -1.1544  0.31
N3 -2.5545 0.5229 1.5785  0.23
C1 -1.1645 -0.1357 1.3945  -0.06
C2 0.5732 -0.4844 -0.5408  -0.17
C3 -0.9072 -0.4107 -0.1148  -0.06
C4 1.3479 0.7136 -0.5541  0.15
H1 3.4188 0.3412 -0.9779  0.22
H2 -3.0196 0.1152 2.3991  0.20
H3 1.1411 1.5438 0.1093  0.17
H4 2.3911 0.5082 -2.3014  0.20
H5 -3.1651 0.3339 0.7760  0.18
H6 1.9361 -1.8176 -1.3225  0.18
H7 -1.3905 -1.3462 -0.4067  0.15
H8 0.4904 -2.4531 -0.8711  0.19
H9 -0.4554 0.5578 1.8436  0.14
H10 2.8177 1.8495 -1.3960  0.21
H11 -1.2547 -1.0645 1.9424  0.15
H12 -1.2769 0.4270 -0.7103  0.15
H13 -2.4726 1.5409 1.6518  0.19

Values from the calculation:
Spin multiplicity: 2
Kohn-Sham gap (spin up / spin down): 11.551 / 9.723 eV
Net charge: +3
Energy: -8795.9976 eV
Expectation value of S²: 0.765

=====

> Which of these has the lowest energy?

C3H5Br2ClO